{"formula": "C11H80NO28", "method": "ωB97M-V/def2-TZVPD", "gap_ev": 9.27, "energy_ev": -71503.1027, "charge": 1, "elements": ["C", "C", "C", "C", "N", "C", "C", "C", "C", "C", "C", "C", "H", "H", "H", "H", "H", "H", "H", "H", "H", "H", "H", "H", "H", "H", "H", "H", "H", "H", "H", "H", "H", "H", "H", "H", "O", "H", "H", "O", "H", "H", "O", "H", "H", "O", "H", "H", "O", "H", "H", "O", "H", "H", "O", "H", "H", "O", "H", "H", "O", "H", "H", "O", "H", "H", "O", "H", "H", "O", "H", "H", "O", "H", "H", "O", "H", "H", "O", "H", "H", "O", "H", "H", "O", "H", "H", "O", "H", "H", "O", "H", "H", "O", "H", "H", "O", "H", "H", "O", "H", "H", "O", "H", "H", "O", "H", "H", "O", "H", "H", "O", "H", "H", "O", "H", "H", "O", "H", "H"], "xyz": [[-41.566, 31.014, -36.297], [-42.505, 30.769, -35.203], [-41.961, 29.969, -34.079], [-40.877, 30.777, -33.181], [-40.337, 29.880, -32.073], [-41.352, 29.531, -31.034], [-41.473, 30.778, -30.082], [-40.140, 31.407, -30.123], [-39.364, 30.564, -31.167], [-39.714, 28.505, -32.600], [-38.574, 28.695, -33.673], [-37.852, 27.526, -34.137], [-41.205, 31.980, -36.468], [-41.939, 30.571, -37.285], [-40.619, 30.460, -36.204], [-43.633, 30.582, -35.612], [-42.706, 31.779, -34.760], [-41.368, 29.229, -34.464], [-42.843, 29.350, -33.427], [-41.551, 31.490, -32.678], [-40.251, 31.237, -33.757], [-41.045, 28.612, -30.376], [-42.301, 29.161, -31.485], [-41.673, 30.635, -28.980], [-42.428, 31.442, -30.435], [-39.601, 31.431, -29.115], [-39.987, 32.474, -30.328], [-38.893, 29.859, -30.562], [-38.509, 31.093, -31.666], [-40.407, 28.016, -32.919], [-39.348, 28.082, -31.788], [-37.909, 29.377, -33.435], [-39.098, 29.229, -34.558], [-37.190, 26.873, -33.519], [-37.027, 27.893, -34.940], [-38.575, 26.865, -34.709], [-40.114, 25.371, -35.906], [-39.985, 25.115, -36.739], [-40.770, 24.841, -35.380], [-38.010, 24.335, -33.879], [-37.182, 24.448, -33.965], [-38.360, 24.791, -34.675], [-43.611, 27.212, -34.687], [-43.405, 26.745, -35.406], [-44.270, 27.736, -35.025], [-40.013, 32.788, -37.897], [-40.984, 33.172, -37.723], [-39.607, 33.087, -37.156], [-40.359, 24.836, -32.732], [-40.272, 24.258, -31.957], [-39.500, 25.162, -33.067], [-40.521, 34.617, -31.794], [-41.513, 34.389, -31.665], [-40.289, 35.411, -31.280], [-43.646, 28.703, -38.012], [-42.789, 28.216, -38.034], [-44.020, 28.436, -37.215], [-36.218, 32.344, -31.918], [-36.807, 32.720, -32.405], [-36.034, 33.015, -31.186], [-36.891, 28.233, -29.641], [-37.282, 28.691, -28.873], [-36.331, 27.445, -29.464], [-38.591, 30.562, -38.728], [-37.887, 30.792, -39.101], [-39.014, 31.414, -38.446], [-45.081, 31.731, -28.558], [-45.852, 32.466, -28.530], [-44.250, 32.362, -28.541], [-40.217, 33.640, -27.538], [-40.255, 33.023, -26.936], [-39.798, 34.284, -27.106], [-38.142, 33.548, -32.647], [-37.679, 34.333, -32.384], [-38.931, 33.787, -32.256], [-42.594, 26.416, -32.158], [-43.079, 26.835, -32.937], [-41.750, 26.156, -32.416], [-38.515, 28.030, -36.639], [-37.844, 27.465, -37.061], [-38.262, 28.804, -36.951], [-34.619, 28.232, -32.891], [-34.718, 28.924, -32.208], [-34.433, 27.348, -32.388], [-41.326, 27.870, -37.936], [-40.697, 27.758, -37.034], [-40.831, 28.145, -38.654], [-39.848, 30.993, -26.364], [-39.737, 31.096, -25.421], [-40.500, 30.376, -26.318], [-45.547, 28.030, -35.668], [-45.811, 28.990, -35.721], [-46.019, 27.612, -36.537], [-45.262, 30.888, -32.963], [-45.355, 31.261, -32.089], [-45.396, 29.945, -32.523], [-42.052, 29.048, -26.490], [-42.774, 28.805, -27.204], [-42.319, 29.104, -25.458], [-46.530, 30.803, -35.390], [-46.231, 30.971, -34.434], [-45.866, 31.550, -35.897], [-43.326, 34.305, -30.519], [-44.153, 33.686, -30.801], [-43.196, 33.673, -29.810], [-42.823, 33.640, -28.561], [-41.808, 33.530, -28.356], [-43.323, 34.213, -28.104], [-37.345, 27.247, -37.893], [-36.647, 26.559, -37.497], [-37.922, 26.586, -37.961], [-43.772, 31.210, -26.115], [-44.617, 31.094, -26.699], [-43.260, 30.587, -26.522], [-43.001, 26.081, -29.622], [-42.151, 25.919, -29.169], [-42.742, 26.229, -30.552], [-34.398, 27.527, -35.949], [-34.261, 27.729, -35.100], [-34.555, 28.443, -36.394]], "forces_ev_per_a": [[0.9, -2.8, -3.0], [-4.0, 2.7, 0.7], [-1.6, -1.1, 3.4], [-7.6, -3.4, 3.6], [1.3, -1.1, 0.0], [-1.8, -1.7, 2.1], [-3.7, 0.9, 0.0], [2.8, 1.7, 0.1], [1.5, 2.3, -0.3], [7.3, 8.4, -0.2], [-5.4, 0.2, -1.1], [2.3, -2.7, -3.3], [-0.4, 1.2, 0.3], [0.3, 0.9, 1.2], [-0.1, -0.2, 0.3], [2.8, -0.5, 1.1], [-0.1, -0.4, -0.1], [1.1, -2.4, -1.3], [2.6, 2.1, -1.6], [0.8, 0.2, 0.1], [4.4, 2.3, -3.0], [0.1, 1.6, -1.6], [0.7, 0.6, 0.2], [-0.3, -0.9, -1.4], [2.5, -1.2, 0.6], [-0.6, -0.9, -1.2], [-1.1, -0.1, -0.6], [0.8, -2.0, 0.4], [-1.2, -0.3, 0.0], [-8.2, -5.5, -3.9], [1.7, -1.9, 4.0], [3.2, 3.6, 2.2], [0.8, -1.3, 0.9], [-1.0, 0.9, 0.6], [-2.1, -0.8, 1.8], [1.1, 0.6, 0.6], [-1.0, 1.6, 6.4], [0.1, -2.1, -5.0], [1.0, 0.4, -1.3], [-9.4, -0.7, -0.2], [9.8, 1.1, -0.6], [-0.3, -0.5, 0.5], [3.0, 0.2, 6.1], [1.8, -3.3, -4.1], [-2.9, 2.2, -0.8], [-5.1, 0.7, -2.9], [3.1, -1.4, -1.2], [2.5, 1.5, 3.6], [-0.5, 0.7, -0.1], [0.5, 0.3, -0.6], [-0.1, -0.9, 0.8], [-1.6, -0.3, 0.3], [2.0, 0.9, 0.2], [-0.8, -0.5, -0.2], [0.4, 0.6, -2.0], [-0.4, 0.5, 0.0], [-1.2, -0.5, 2.1], [7.4, -2.8, 6.8], [-5.7, 3.2, -4.7], [-0.3, -1.6, -1.5], [0.0, -0.1, -0.5], [0.8, -1.0, -0.1], [-0.9, 1.1, 0.7], [-9.5, -2.0, 5.4], [9.4, 2.8, -5.1], [0.0, -1.1, -0.4], [-0.6, 4.4, -0.2], [2.4, -2.7, -0.1], [-1.9, -1.9, 0.2], [-2.2, 1.2, -7.2], [-0.5, -6.2, 4.8], [2.6, 4.7, 2.2], [1.4, 0.1, -1.6], [1.1, 0.7, -0.3], [-3.9, 0.2, 1.1], [-3.2, 2.0, -0.4], [0.9, -1.0, 0.8], [2.4, -1.1, -1.2], [-9.2, -0.2, 8.0], [-1.6, 1.7, 5.0], [1.2, 6.0, -2.2], [0.4, -2.1, 1.5], [0.1, -0.6, -0.4], [-0.5, 2.7, -1.2], [1.2, -2.1, 5.8], [-1.7, 0.7, -3.9], [2.1, 1.0, -1.9], [2.7, 2.8, 0.2], [0.8, 0.6, 0.5], [-3.5, -3.3, -0.8], [-3.6, 0.3, -4.2], [-0.1, -0.6, 0.1], [1.7, 1.5, 3.2], [-0.3, -3.6, 2.3], [0.0, 1.6, 0.4], [0.4, 1.9, -2.3], [-1.4, -0.2, 1.0], [1.7, 0.3, 3.0], [-0.1, -0.6, -4.1], [3.6, 3.4, -0.7], [-0.6, -0.4, -1.6], [-3.0, -3.2, 2.0], [-4.6, -1.7, -5.2], [2.2, 2.8, -0.4], [1.4, 0.3, 0.6], [5.5, -5.6, 1.3], [-2.4, 1.0, 0.5], [-1.8, 3.5, 3.1], [14.0, -5.3, -8.1], [-0.1, 2.4, -1.4], [-4.8, -4.2, -2.4], [-4.6, 2.0, -0.1], [1.9, 0.8, 1.6], [2.7, -2.4, -1.4], [1.0, 0.1, 0.8], [-0.7, 0.0, -0.2], [-0.5, 0.0, -0.1], [-1.5, 1.3, -6.7], [0.8, 1.3, 5.5], [0.5, -2.5, 1.2]]}